Here is C27H35AuN4OS as an isolated structure at a distorted geometry from the OMol25 dataset. Energies are from wB97M-V/def2-TZVPD.

Properties
**Spin multiplicity**: 1
**E_HOMO**: -7.393 eV
**Calculated total energy**: -51098.446 eV
**Gap between HOMO and LUMO**: 6.066 eV
**Largest force on an atom**: 1.040 eV/A

Positions of all 69 atoms, in Å:
Au 0.44777 -1.04915 0.64996
C 1.08819 1.97152 -3.24994
C 0.56665 3.35803 -2.86781
C 1.67663 4.34723 -2.49386
C -0.66145 3.35363 -1.94649
C -1.67991 4.22966 -2.33519
C -2.89637 4.30654 -1.68304
C -3.13506 3.44111 -0.62834
C -2.16594 2.53808 -0.21285
C -2.51829 1.54703 0.88573
C -2.63880 0.12552 0.32518
C -1.65850 1.63402 2.14085
C -0.90848 2.52722 -0.83124
N 0.01608 1.60798 -0.28707
C 1.21041 1.98884 -0.04464
C 2.29969 1.15708 0.35630
C 3.61346 1.56750 0.47974
C 4.36393 0.42770 0.79206
C 3.49134 -0.65475 0.86120
N 2.23111 -0.19559 0.59266
C 3.94505 -2.06810 1.20265
C 5.00035 -2.48686 0.16778
C 4.58634 -2.03477 2.59867
C 2.85239 -3.13365 1.22106
H 1.87037 2.07623 -4.00473
H 0.28044 1.37675 -3.68117
H 1.51081 1.41029 -2.41826
H 0.16978 3.77176 -3.79906
H 2.15684 4.16587 -1.53582
H 1.27318 5.36162 -2.46612
H 2.45482 4.31662 -3.25970
H -1.50392 4.87110 -3.19179
H -3.65315 5.00569 -2.01370
H -4.09135 3.45125 -0.11854
H -3.52708 1.82322 1.20867
H -1.73912 -0.15397 -0.22308
H -3.48375 0.06594 -0.36447
H -2.81059 -0.59109 1.13577
H -0.61054 1.38271 1.98758
H -2.05912 0.95717 2.90024
H -1.71118 2.64244 2.55714
H 1.48685 3.04168 -0.13265
H 3.97492 2.57276 0.33059
H 5.42936 0.38034 0.94758
H 5.83862 -1.78972 0.15164
H 4.56927 -2.51656 -0.83498
H 5.38649 -3.48023 0.40715
H 5.41847 -1.33122 2.63425
H 4.96382 -3.02588 2.86143
H 3.85155 -1.73168 3.34566
H 2.37601 -3.24436 0.24119
H 2.09275 -2.91660 1.96985
H 3.30977 -4.09495 1.46715
O 0.39213 -1.09729 2.56422
N -5.55736 -4.58055 -0.60069
C -5.02529 -4.28828 0.59545
S -5.76259 -4.72044 1.99554
C -3.71933 -3.54175 0.56707
C -3.11851 -3.16010 1.75938
C -1.92273 -2.46931 1.74416
N -1.32170 -2.14696 0.59400
C -1.88330 -2.50110 -0.56292
C -3.06738 -3.20373 -0.61760
H -6.43184 -5.07721 -0.61992
H -5.13915 -4.31058 -1.47122
H -3.59674 -3.40351 2.69663
H -1.39196 -2.12675 2.62744
H -1.36564 -2.21386 -1.46881
H -3.43952 -3.46154 -1.59794

Mulliken population analysis, charges in e, atoms 1 to 4:
1 Au 0.141
2 C -1.371
3 C 0.224
4 C -1.260